Density functional theory data (wB97M-V/def2-TZVPD) for C5H7NO in the gas phase in a non-equilibrium geometry.

The HOMO-LUMO gap is 8.8 eV. The energy above the lowest of the compared OMol25 structures with the same formula, charge and spin is 99.5 kcal per mole. For the calculated total energy, the calculation gives -8831.8895 eV. As for the SMILES: [H]/N=C\CC(O)=C=C. The LUMO energy is 0.685 eV. The HOMO energy comes out at -8.08 eV.

Cartesian coordinates (Å):
H -0.112 -1.736 -1.269
N -1.049 -1.711 -0.859
C -1.353 -0.684 -0.215
C -0.967 0.951 -0.488
C 0.465 0.719 -0.261
O 1.330 0.870 -1.308
C 0.829 -0.042 0.782
C 1.448 -0.467 1.843
H -2.243 -0.661 0.396
H -1.444 1.524 0.304
H -1.233 1.247 -1.502
H 0.880 1.300 -2.044
H 1.553 -1.523 2.061
H 1.895 0.212 2.561

Cartesian forces (eV/Å) of the 3 atoms listed first:
H -0.4 0.6 -0.6
N 0.8 -0.7 1.2
C -2.4 2.9 -2.0